Entry 1:
58
Properties=species:S:1:pos:R:3:forces:R:3:nbo_charge:R:1 method="wB97M-V/def2-TZVPD" e_homo_ev=-7.42 gap_ev=6.0464 total_energy_ha=-2639.4510 multiplicity=1 e_above_lowest_kj_mol=289.0
W 0.4225 0.0389 -0.1605 -0.4464 -0.8699 -0.2860 2.3094
N 1.2978 1.1437 1.5425 0.1272 0.2397 -0.0033 -0.7928
C 0.5832 2.4096 1.8034 -0.0119 -0.1284 0.0107 -0.3204
C -0.8296 2.2642 1.2681 0.2079 -0.0401 0.2135 0.7072
O -1.6028 3.1971 1.2463 -0.2234 -0.0591 0.0887 -0.6178
N -1.0776 0.9773 0.8742 0.1740 0.4976 -0.5661 -0.6565
C -2.3983 0.6685 0.3328 0.0726 0.0673 0.0780 -0.3697
C -2.3593 -0.8171 0.0742 0.0329 0.1438 -0.0054 0.8021
O -3.2814 -1.5517 -0.0915 -0.0194 -0.0108 0.0896 -0.5289
O -1.0663 -1.2308 -0.0259 -0.1168 -0.0023 -0.2014 -0.6978
H 2.2708 1.2931 1.2858 -0.0059 0.0836 0.0469 0.4284
H 1.2553 0.5550 2.3807 -0.0104 -0.0689 -0.0416 0.4453
H 0.5419 2.6020 2.8755 -0.0302 0.0662 -0.0078 0.2298
H 1.0729 3.2406 1.3055 -0.0021 -0.0102 -0.0389 0.2473
H -3.1991 0.9841 0.9970 -0.0109 -0.1765 0.0883 0.2469
H -2.5495 1.1786 -0.6304 -0.0459 0.0026 -0.0073 0.2650
N 7.3792 0.3934 3.3910 -0.0047 0.0184 -0.0164 -0.7861
C 6.1251 -0.1444 3.1951 -0.0163 0.0032 0.0283 0.1985
C 5.8510 -0.9134 2.0576 -0.0166 -0.0120 -0.0243 -0.2573
C 4.5871 -1.4196 1.8382 0.0384 -0.0046 0.0234 -0.1787
C 3.5678 -1.1517 2.7465 -0.0027 -0.0735 -0.0104 -0.3496
C 3.8239 -0.3917 3.8809 -0.0235 0.0417 -0.0155 -0.1714
C 5.0921 0.1090 4.1031 0.0174 0.0131 -0.0016 -0.2800
S 1.9554 -1.8178 2.5112 0.0458 0.1476 0.0787 2.3448
O 1.0650 -0.9927 3.2989 0.0066 -0.0507 0.0112 -0.9656
O 1.9561 -3.2288 2.7032 0.0001 -0.0507 -0.0504 -0.8898
N 1.5869 -1.4694 0.9455 0.0344 0.0394 0.0445 -0.9491
C 1.8415 -2.3333 -0.0947 -0.1805 0.0939 -0.0317 0.6064
N 2.7080 -3.3209 -0.1701 -0.0128 -0.0880 0.0012 -0.4678
C 2.7542 -3.9225 -1.3632 -0.0245 0.0307 0.0228 0.1215
C 2.0147 -3.5216 -2.4675 0.0104 -0.0089 -0.0034 -0.3268
C 1.1849 -2.4238 -2.3030 -0.0394 -0.1798 -0.0331 0.1499
N 1.0838 -1.8950 -1.1026 0.2639 0.2812 0.0051 -0.4688
H 8.1418 -0.0248 2.8868 0.0038 -0.0076 0.0013 0.3871
H 7.6135 0.6852 4.3241 0.0012 -0.0046 0.0071 0.3869
H 6.6413 -1.1129 1.3439 -0.0011 0.0016 0.0089 0.2151
H 4.3950 -2.0321 0.9672 -0.0105 -0.0069 0.0111 0.2452
H 3.0264 -0.1928 4.5847 0.0081 -0.0149 0.0002 0.2407
H 5.2897 0.7041 4.9865 -0.0003 -0.0045 -0.0036 0.2160
H 3.4452 -4.7539 -1.4418 -0.0028 0.0003 0.0068 0.2079
H 2.1075 -4.0282 -3.4154 -0.0078 0.0203 -0.0086 0.2394
H 0.6030 -1.9617 -3.0911 -0.0014 -0.0187 -0.0022 0.2416
S -2.7206 2.8546 -2.9014 0.0864 -0.0020 0.0228 -0.2696
C -1.3299 3.7232 -2.5625 -0.3269 -0.1537 -0.0277 0.0767
N -1.1909 4.3393 -1.3531 0.0944 0.0750 -0.0375 -0.5147
C -0.1081 5.0508 -0.9661 0.0180 0.0257 0.0154 0.0608
C 0.9405 5.2216 -1.8086 0.0442 0.0566 0.0728 -0.3000
C 0.8642 4.6163 -3.0846 -0.0382 -0.0402 -0.0606 -0.1402
C -0.2303 3.8954 -3.4505 0.1477 0.0467 -0.0425 -0.2587
H -1.9284 4.1699 -0.6817 -0.0420 -0.0208 0.0413 0.4510
H -0.1533 5.4546 0.0353 0.0038 0.0000 -0.0015 0.2205
H 1.8016 5.7962 -1.5034 -0.0102 -0.0006 0.0070 0.2241
H 1.6885 4.7237 -3.7787 0.0007 0.0060 0.0121 0.2196
H -0.2987 3.4231 -4.4186 -0.0179 -0.0184 0.0062 0.2383
O 0.7854 2.0253 -0.7953 0.0098 0.3918 0.1315 -0.5944
N 1.3224 1.2987 -1.7958 0.2544 -0.1618 0.3618 0.3764
O 2.1857 0.4349 -1.0644 0.2342 0.1068 -0.1195 -0.6059
O 0.0230 0.3258 -1.9579 -0.2349 -0.2115 0.1115 -0.5910

=====

Entry 2:
50
Properties=species:S:1:pos:R:3:forces:R:3:nbo_charge:R:1 method="wB97M-V/def2-TZVPD" e_homo_ev=-10.95 gap_ev=7.3641 total_energy_ha=-2051.7622 total_charge=+1 multiplicity=1 e_above_lowest_kj_mol=0.0
Au -0.6382 -0.8074 -0.0438 0.3646 0.0105 0.1635 1.0437
C -1.9801 -1.7069 -4.6220 0.0501 -0.0275 -0.0120 -0.6873
C -1.7899 -1.1958 -3.2310 -0.1017 0.1185 0.2102 0.2389
N -0.7639 -1.3909 -2.5093 0.1864 -0.0066 -0.3611 -0.3084
N 0.2586 -2.1653 -3.0099 -0.0951 0.0171 0.3849 -0.4127
C 0.7562 -2.8973 -2.0676 0.0192 0.0458 0.0996 0.2996
N 1.7772 -3.7408 -2.3293 0.0098 0.0384 -0.1591 -0.7892
S 0.1905 -2.9709 -0.3833 -0.1268 -0.2904 -0.2366 -0.1654
C -2.8858 -0.4931 -2.5065 0.0570 0.0788 -0.1355 0.1768
C -4.0274 -0.0715 -3.1747 -0.0244 -0.0028 0.0421 -0.2241
C -5.0546 0.5297 -2.4673 0.0033 -0.0153 -0.0099 -0.1289
C -4.9193 0.6759 -1.0998 -0.0052 0.0067 -0.0037 -0.2440
C -3.7519 0.2301 -0.5066 0.0047 -0.0785 0.1028 0.0579
N -2.7458 -0.3297 -1.1790 -0.1372 -0.2232 -0.0353 -0.4971
H -1.0175 -1.9879 -5.0385 -0.0035 -0.0246 0.0091 0.2617
H -2.4452 -0.9677 -5.2713 0.0079 0.0356 0.0212 0.2278
H -2.6217 -2.5910 -4.6069 -0.0139 0.0078 -0.0172 0.2452
H 2.0285 -3.8950 -3.2914 0.0095 -0.0393 0.0095 0.4135
H 2.1158 -4.3715 -1.6270 -0.0110 0.0114 0.0220 0.4118
H -4.1140 -0.2191 -4.2399 0.0080 0.0099 -0.0099 0.2345
H -5.9476 0.8651 -2.9772 0.0000 0.0002 0.0035 0.2357
H -5.6974 1.1148 -0.4925 -0.0004 -0.0031 -0.0004 0.2394
H -3.6320 0.3103 0.5659 0.0485 0.0115 0.0195 0.2130
C 1.4144 2.8695 -0.3003 -0.0205 0.0266 0.0350 -0.4121
N 1.1927 2.6404 1.1129 0.0522 -0.0007 -0.0349 -0.3730
C 2.1905 3.0255 2.1175 0.0170 -0.0023 0.0063 -0.2213
C 1.5335 2.6074 3.4475 0.0222 -0.0091 -0.0171 -0.2300
N 0.3629 1.8671 2.9748 -0.0764 0.0198 0.0053 -0.5568
C 0.2082 1.9504 1.6611 -0.0295 -0.0219 -0.0639 0.4005
S -1.1847 1.3405 0.8259 -0.1966 0.4060 -0.0536 -0.2356
H 1.7620 3.8915 -0.4415 -0.0183 0.0092 -0.0089 0.2245
H 0.4802 2.7257 -0.8357 0.0058 -0.0122 -0.0100 0.2471
H 2.1686 2.1834 -0.6901 0.0095 0.0300 0.0057 0.2080
H 2.3839 4.0955 2.0600 0.0025 0.0009 -0.0044 0.2272
H 3.1234 2.4910 1.9295 -0.0099 -0.0062 0.0093 0.2182
H 1.2295 3.4657 4.0455 -0.0135 -0.0006 -0.0063 0.2208
H 2.1786 1.9682 4.0466 0.0077 0.0016 -0.0042 0.2313
H -0.3552 1.4763 3.5601 0.0420 -0.0356 0.0240 0.4388
N 4.8846 -0.7093 4.8175 -0.0010 0.0076 0.0333 -0.2646
C 4.0296 -0.7980 4.0559 0.0108 -0.0004 -0.0594 0.2532
C 2.9624 -0.8635 3.0937 -0.0234 -0.0003 0.0422 -0.2070
C 3.1530 -0.3418 1.8163 0.0240 0.0004 -0.0336 -0.1081
C 2.1141 -0.3614 0.8987 -0.0153 -0.0572 0.0735 -0.3325
C 0.8894 -0.8957 1.2719 -0.0616 -0.0800 -0.0538 -0.0777
C 0.6995 -1.4545 2.5272 -0.0024 0.1254 -0.0107 -0.3015
C 1.7394 -1.4319 3.4430 -0.0054 0.0009 0.0242 -0.1365
H 4.1189 0.0623 1.5411 0.0046 -0.0095 0.0016 0.2297
H 2.2687 0.0242 -0.1004 0.0123 -0.0537 -0.0005 0.2324
H -0.2491 -1.8973 2.8004 0.0106 -0.0160 -0.0039 0.2406
H 1.6067 -1.8553 4.4297 0.0027 -0.0033 -0.0022 0.2416

=====

Entry 3:
51
Properties=species:S:1:pos:R:3:forces:R:3:nbo_charge:R:1 method="wB97M-V/def2-TZVPD" e_homo_ev=-17.13 gap_ev=5.9833 total_energy_ha=-4860.0241 total_charge=+3 multiplicity=1
Ta -0.2503 -0.6066 0.6046 0.4385 -0.3075 0.2062 1.0440
C 5.2052 -0.8440 1.1912 -0.0368 0.0799 0.0112 -0.4168
N 4.3375 0.3364 1.0460 0.0902 0.0436 -0.0312 -0.2834
C 4.7807 1.6366 1.1594 0.0099 -0.0754 0.0106 -0.0228
C 3.7194 2.4422 0.9181 -0.0651 -0.0320 -0.0641 -0.0233
N 2.6331 1.6363 0.6377 -0.0088 0.1025 0.1136 -0.4838
B 1.2250 2.1395 0.2686 0.1356 0.0694 -0.1339 0.3411
N 1.0086 2.1884 -1.2677 -0.0033 0.2076 0.0884 -0.4824
C 1.5616 3.1642 -2.0796 0.0097 -0.0737 0.0703 -0.0185
C 1.0245 3.0359 -3.3136 -0.0309 -0.0589 -0.0487 -0.0240
N 0.1313 1.9880 -3.2599 -0.0069 0.0913 -0.0467 -0.2822
C -0.7233 1.5643 -4.3803 0.0602 0.0530 0.0599 -0.4158
C 0.1413 1.5065 -2.0133 -0.0109 -0.0823 -0.0686 0.2817
S -0.8711 0.1746 -1.5214 -0.2316 0.0381 -0.2197 0.0326
C 3.0366 0.3697 0.7329 -0.0005 -0.0703 0.0250 0.2496
S 2.0635 -1.0709 0.5253 0.0605 -0.0102 -0.1590 0.0660
H 5.7970 -0.7305 2.0953 -0.0032 -0.0103 0.0065 0.2513
H 5.8617 -0.9141 0.3273 -0.0078 -0.0045 -0.0113 0.2530
H 4.5961 -1.7394 1.2628 -0.0014 -0.0081 0.0089 0.2338
H 5.8022 1.8688 1.4101 -0.0081 -0.0086 -0.0132 0.2735
H 3.6439 3.5159 0.9292 -0.0055 -0.0069 0.0093 0.2672
H 0.3819 1.3517 0.7825 -0.0859 -0.0309 -0.0371 -0.1502
H 1.0403 3.2157 0.7448 -0.1001 -0.1023 0.0877 0.0353
H 2.2863 3.8704 -1.7132 -0.0235 0.0047 0.0052 0.2587
H 1.1930 3.5931 -4.2197 -0.0038 -0.0095 0.0083 0.2745
H -0.1460 1.6388 -5.2971 0.0034 -0.0157 -0.0054 0.2555
H -1.5931 2.2147 -4.4373 -0.0111 -0.0063 0.0027 0.2482
H -1.0337 0.5342 -4.2350 0.0133 -0.0176 -0.0091 0.2333
Br -2.6774 0.0927 1.8313 -0.1701 0.2276 -0.2573 0.3600
C -1.4487 -0.1038 3.2551 0.0168 0.0212 0.1310 0.1680
C -1.7918 0.0308 4.5721 0.0778 -0.0254 0.0267 -0.2310
C -0.7556 -0.1301 5.4912 -0.0396 0.0020 0.0294 -0.0429
C 0.5325 -0.4024 5.0460 0.0229 -0.0123 -0.0051 -0.2145
C 0.7714 -0.5211 3.6945 -0.0343 -0.0586 0.0621 0.0969
N -0.2242 -0.3809 2.7906 0.0739 0.2416 0.3044 -0.6104
H -2.8048 0.2540 4.8771 -0.0016 -0.0145 -0.0095 0.2863
H -0.9624 -0.0409 6.5504 0.0085 0.0131 -0.0022 0.2778
H 1.3481 -0.5264 5.7444 -0.0082 -0.0025 0.0027 0.2776
H 1.7509 -0.7478 3.3001 -0.0025 0.0048 0.0001 0.2362
S -0.6340 -2.8249 0.5365 -0.0626 -0.0710 -0.1584 0.2481
C -1.6105 -3.4134 -0.8283 -0.0225 -0.0412 0.0148 -0.2087
C -2.7308 -2.7069 -1.2651 0.0074 -0.0305 -0.0482 -0.1619
C -3.5010 -3.2548 -2.2753 0.0274 0.0302 0.0258 -0.2010
C -3.1451 -4.4776 -2.8354 0.0050 -0.0229 -0.0197 -0.1303
C -2.0239 -5.1654 -2.3878 0.0049 -0.0019 -0.0010 -0.1678
C -1.2462 -4.6443 -1.3658 -0.0143 -0.0080 0.0028 -0.1881
H -3.0194 -1.7708 -0.8040 -0.0552 -0.0165 0.0270 0.1963
H -4.3880 -2.7382 -2.6158 -0.0020 0.0026 -0.0008 0.2500
H -3.7577 -4.9046 -3.6183 0.0078 0.0018 0.0036 0.2557
H -1.7610 -6.1201 -2.8224 -0.0040 0.0030 0.0060 0.2585
H -0.3852 -5.1843 -0.9947 -0.0119 -0.0015 -0.0001 0.2489

=====

Entry 4:
57
Properties=species:S:1:pos:R:3:forces:R:3:nbo_charge:R:1 method="wB97M-V/def2-TZVPD" e_homo_ev=-5.10 gap_ev=7.5852 total_energy_ha=-2456.0386 total_charge=-1 multiplicity=1
Y -0.6204 0.0188 -0.2037 -0.0150 -0.3493 0.0577 1.9238
O -1.7005 5.4684 -3.2151 0.0099 0.0059 -0.0790 -0.6625
C -1.2841 4.3842 -2.5071 0.0279 -0.1038 0.1166 0.3425
C -1.4748 4.2908 -1.1330 0.0579 0.0196 0.0270 -0.3123
C -1.0344 3.1495 -0.4917 -0.0686 0.1268 0.0917 0.1636
N -0.4289 2.1708 -1.1490 -0.0976 0.2207 -0.1221 -0.5350
C -0.2565 2.2453 -2.4656 0.0314 -0.0159 -0.0986 0.1399
C -0.6691 3.3424 -3.1944 0.0477 0.0541 -0.0466 -0.2854
C 0.3500 0.9796 -3.0933 -0.0131 0.1087 -0.1122 0.7583
O 0.5678 0.9722 -4.3004 -0.0201 0.0583 0.0375 -0.6782
O 0.5315 0.0393 -2.2535 -0.1994 0.0736 0.1867 -0.8031
C -1.2550 2.8879 1.0027 -0.0275 0.0861 0.0405 0.7661
O -1.6196 3.8234 1.7058 0.0041 0.0145 -0.0345 -0.6755
O -1.0197 1.6842 1.3523 0.0317 -0.0213 -0.0804 -0.8093
H -2.1162 6.0922 -2.6109 0.0017 -0.0100 0.0193 0.4783
H -1.9657 5.0636 -0.5542 0.0090 0.0043 0.0149 0.2342
H -0.5268 3.3685 -4.2651 0.0130 -0.0080 0.0026 0.2475
C -2.9908 -3.9047 0.4940 -0.0899 -0.0163 -0.0008 -0.4077
N -1.5845 -4.1440 0.7141 0.2571 0.0441 0.0319 -0.3635
C -0.8869 -5.2720 0.3459 -0.0311 0.0100 0.0134 -0.0990
C 0.3989 -5.0528 0.6928 0.0623 -0.1650 -0.0252 -0.0546
N 0.5025 -3.8079 1.2673 -0.1665 0.0235 -0.0565 -0.4905
B 1.9457 -3.2638 1.6591 -0.0930 0.0895 0.0103 0.1916
N 1.8182 -2.0992 2.6589 0.0212 0.1384 -0.0221 -0.5205
C 1.5978 -2.2640 4.0061 -0.0035 -0.0092 0.0690 -0.0525
C 1.4030 -1.0477 4.5568 -0.0091 -0.0486 0.1421 -0.0842
N 1.5071 -0.1272 3.5380 0.0036 -0.2710 -0.1683 -0.3587
C 1.3304 1.3042 3.6662 -0.0325 0.1181 -0.0546 -0.4103
C 1.7482 -0.7821 2.3775 0.1826 0.0786 0.0866 0.3312
S 2.0053 -0.0158 0.8708 0.1034 -0.0406 -0.0859 -0.3320
C -0.7215 -3.2504 1.2794 -0.1147 -0.1639 0.0427 0.2948
S -1.2558 -1.7648 1.9405 -0.0107 0.1517 0.1500 -0.3311
H -3.2968 -4.4182 -0.4172 0.0130 -0.0057 0.0037 0.1976
H -3.1468 -2.8340 0.3846 -0.0073 -0.0064 -0.0074 0.2627
H -3.5837 -4.2650 1.3368 -0.0057 0.0196 -0.0093 0.1988
H -1.3639 -6.1100 -0.1296 0.0040 -0.0015 -0.0124 0.2148
H 1.2670 -5.6785 0.5821 -0.0128 -0.0031 -0.0123 0.2242
H 2.5067 -4.1826 2.2054 0.0485 -0.1125 0.0745 -0.0670
H 2.4946 -2.9119 0.6547 0.0752 0.0086 -0.0494 -0.0257
H 1.5957 -3.2422 4.4520 -0.0163 0.0059 0.0097 0.2205
H 1.1984 -0.7495 5.5692 -0.0095 -0.0090 0.0019 0.2127
H 1.0684 1.5219 4.6996 0.0209 -0.0086 0.0082 0.1958
H 0.5280 1.6371 3.0100 -0.0149 0.0131 -0.0237 0.2689
H 2.2509 1.8231 3.3998 -0.0065 -0.0109 -0.0017 0.2090
F -2.6182 0.2766 -0.7204 -0.1038 -0.0602 -0.2093 -0.8057
C -2.7691 -2.6929 -4.7274 -0.0529 0.0589 -0.0665 -0.3967
N -1.9718 -2.7052 -3.5222 -0.0550 0.0202 0.0970 -0.3417
C -0.7938 -3.3874 -3.3297 0.1682 -0.0342 0.0451 -0.0999
C -0.3130 -2.9765 -2.1241 -0.0585 -0.1187 -0.0629 -0.0558
N -1.1783 -2.0653 -1.5770 0.0953 -0.0029 0.1237 -0.5441
C -2.1575 -1.9214 -2.4395 0.0398 0.1269 -0.0883 0.2064
H -2.5696 -3.5965 -5.2991 -0.0084 -0.0154 0.0172 0.2060
H -2.5260 -1.8249 -5.3410 0.0144 -0.0200 -0.0014 0.2162
H -3.8275 -2.6647 -4.4735 0.0058 0.0005 0.0043 0.2082
H -0.4060 -4.0676 -4.0675 0.0032 -0.0023 0.0029 0.2104
H 0.5942 -3.2640 -1.6192 0.0193 0.0056 -0.0240 0.2311
H -2.9610 -1.2089 -2.3254 -0.0282 -0.0520 0.0269 0.2475